Entry 1:
This record from the Open Molecules 2025 dataset describes H8O4Tl as an isolated structure in a non-equilibrium geometry. The level of theory is ωB97M-V/def2-TZVPD.

Last column: Mulliken charge in e.
CARTESIAN COORDINATES (ANGSTROEM)
Tl 0.010 0.033 0.070  1.5909
O 0.743 1.907 2.102  -0.4511
H 0.426 1.806 3.028  0.3914
H 1.372 2.663 2.123  0.3840
O 0.119 2.709 -0.935  -0.4234
H -0.167 2.992 -1.837  0.4034
H -0.083 3.475 -0.348  0.4106
O -0.575 -2.719 0.837  -0.4908
H -0.022 -3.250 1.452  0.3953
H -1.256 -3.339 0.497  0.3827
O -0.358 -1.836 -2.072  -0.4198
H -0.013 -2.739 -1.879  0.4228
H -0.196 -1.702 -3.039  0.4039

Charge = +3
HOMO-LUMO gap = 4.30 eV
Relative energy (zero: lowest compared OMol25 entry of this formula, charge and spin) = 168.0 kJ/mol
DFT total energy = -476.7347 hartree
2S+1 = 1
E_HOMO = -0.9200 hartree

---

Entry 2:
This record from the Open Molecules 2025 dataset describes H8O4Tl as an isolated structure in a non-equilibrium geometry. The level of theory is ωB97M-V/def2-TZVPD.

Last column: Mulliken charge in e.
CARTESIAN COORDINATES (ANGSTROEM)
Tl -0.061 -0.192 -0.502  1.4968
O -2.728 0.012 0.664  -0.4041
H -3.249 -0.791 0.648  0.3709
H -3.162 0.567 1.312  0.3854
O 2.539 0.844 0.555  -0.3973
H 3.163 0.676 -0.151  0.4035
H 3.080 1.134 1.289  0.3701
O 0.867 2.213 -1.730  -0.4261
H 1.511 2.862 -1.447  0.3922
H 1.078 2.050 -2.649  0.4258
O -0.874 -2.761 0.701  -0.3846
H -1.777 -3.032 0.539  0.3869
H -0.386 -3.581 0.770  0.3805

Charge = +3
HOMO-LUMO gap = 4.11 eV
Relative energy (zero: lowest compared OMol25 entry of this formula, charge and spin) = 200.9 kJ/mol
DFT total energy = -476.7222 hartree
2S+1 = 1
E_HOMO = -0.9166 hartree

---

Entry 3:
This record from the Open Molecules 2025 dataset describes H8O8STl as an isolated structure in a non-equilibrium geometry. The level of theory is ωB97M-V/def2-TZVPD.

Last column: Löwdin spin population.
CARTESIAN COORDINATES (ANGSTROEM)
Tl -0.312 -0.722 -0.438  -0.4276
S 0.322 0.223 -3.906  -0.0927
O -0.465 0.854 -2.864  0.3691
O 0.764 -1.004 -3.261  0.3727
O -0.445 0.103 -5.139  0.5557
O 1.463 1.107 -4.121  0.6784
O -1.738 -0.374 2.129  -0.1006
H -1.331 0.059 2.880  -0.0004
H -2.387 -0.963 2.515  -0.0003
O 1.491 0.324 1.680  -0.1360
H 1.121 0.746 2.455  -0.0004
H 2.352 0.728 1.575  -0.0005
O -0.883 2.120 0.303  -0.1384
H -1.186 2.607 -0.464  -0.0002
H -1.129 2.669 1.048  -0.0011
O 0.702 -2.570 1.587  -0.0760
H 0.634 -2.441 2.533  -0.0012
H 1.025 -3.466 1.489  -0.0005

Charge = +2
HOMO-LUMO gap (alpha / beta) = 4.83 / 7.29 eV
DFT total energy = -1176.4694 hartree
2S+1 = 2
E_HOMO (alpha / beta) = -0.7132 / -0.7144 hartree
⟨S²⟩ = 1.78

---

Entry 4:
This record from the Open Molecules 2025 dataset describes a 2-piece molecular cluster, H9NSi3 overall in a non-equilibrium geometry. The level of theory is ωB97M-V/def2-TZVPD.

Last column: Mulliken charge in e.
CARTESIAN COORDINATES (ANGSTROEM)
N 0.286 -1.716 -1.009  -0.4669
Si -0.118 0.390 -2.683  0.2910
Si 0.580 1.516 2.932  0.3851
Si -0.739 -0.582 -0.679  0.2954
H 1.115 2.075 3.971  -0.1668
H 0.270 -2.777 -0.837  0.2419
H 0.600 -0.338 -3.637  -0.0908
H 0.114 1.877 -2.601  -0.1104
H -1.275 0.424 -3.792  -0.0786
H -0.068 0.616 3.872  -0.0797
H 1.591 0.792 2.128  -0.0758
H -0.126 2.571 2.069  -0.0630
H -1.783 -0.272 0.327  -0.0812

Charge = 0
HOMO-LUMO gap = 8.88 eV
Relative energy (zero: lowest compared OMol25 entry of this formula, charge and spin) = 349.0 kJ/mol
DFT total energy = -928.4319 hartree
2S+1 = 1
E_HOMO = -0.3379 hartree
SMILES string = [H]/N=[SiH]/[SiH3].[SiH4]